Entry 1:
ORCA calculation (the ωB97M-V functional and the def2-TZVPD basis) on a structure of composition C18H27BF2O7Pb.

Structure (ORCA input):
```
! RIJCOSX wB97M-V def2-TZVPD def2/J DEFGRID3
* xyz 0 1
Pb -0.04 -0.16 0.51
F -2.44 -2.45 0.31
F -0.81 -3.31 1.58
O 0.00 -2.14 -1.88
O 0.23 2.61 -1.76
O -1.17 0.37 -2.82
O -1.62 0.93 1.75
O 2.26 -1.53 -0.37
O 1.90 0.27 -2.45
O 0.65 -0.49 2.76
C -1.87 -0.84 -2.63
C 3.22 -0.10 -2.15
C -3.15 1.59 3.37
C -1.83 1.50 -2.31
C 1.73 1.40 -3.28
C -1.55 0.64 5.41
C -2.75 1.23 5.72
C -1.10 0.48 4.08
C 0.19 -0.15 3.86
C 1.45 2.66 -2.48
C 1.08 -0.47 5.05
C 3.28 -0.62 -0.72
C -0.93 -1.98 -2.94
C 2.16 -2.75 -1.08
C -1.92 0.98 3.00
C -0.95 2.70 -2.54
C -3.55 1.71 4.67
C 1.24 -2.66 -2.29
B -1.22 -2.26 0.86
H 4.27 -1.07 -0.55
H -1.50 -2.91 -3.08
H -0.71 2.77 -3.60
H -2.04 1.39 -1.23
H 2.23 2.81 -1.73
H 1.46 3.53 -3.15
H -1.49 3.61 -2.25
H -2.74 -0.89 -3.30
H 1.12 -3.68 -2.70
H 2.62 1.57 -3.91
H 3.57 -0.86 -2.86
H 2.03 -0.81 4.68
H 1.75 -3.47 -0.38
H 0.89 1.19 -3.94
H 3.14 -3.11 -1.40
H -2.24 -0.94 -1.60
H 1.66 -2.02 -3.07
H 1.22 0.40 5.70
H -2.80 1.66 -2.81
H -0.94 0.26 6.21
H -3.76 1.96 2.55
H -4.50 2.18 4.89
H 3.91 0.75 -2.22
H 0.63 -1.26 5.65
H 3.16 0.21 -0.03
H -3.07 1.32 6.75
H -0.40 -1.76 -3.87
*
```

- lowest unoccupied orbital energy (eV) = 0.66
- E_HOMO (eV) = -7.10
- energy above the lowest of the compared OMol25 structures with the same formula, charge and spin (eV) = 0.376

Entry 2:
ORCA calculation (the ωB97M-V functional and the def2-TZVPD basis) on a cluster of 2 separate species, C4H7NO in total.

Structure (ORCA input):
```
! RIJCOSX wB97M-V def2-TZVPD def2/J DEFGRID3
* xyz 0 1
O -3.27 1.85 -0.26
N 1.52 -0.21 1.49
C 0.37 -0.35 0.70
C 2.43 -1.06 1.37
C -2.61 1.37 -1.14
C 0.35 -0.25 -0.62
H -2.81 0.38 -1.57
H -0.58 -0.42 -1.13
H 1.19 0.09 -1.21
H 3.34 -0.97 1.96
H 2.36 -1.92 0.69
H -0.53 -0.44 1.31
H -1.76 1.92 -1.59
*
```

- lowest unoccupied orbital energy (eV) = 0.88
- E_HOMO (eV) = -9.38
- energy above the lowest of the compared OMol25 structures with the same formula, charge and spin (eV) = 3.124
- SMILES string = C=CN=C.C=O

Entry 3:
ORCA calculation (the ωB97M-V functional and the def2-TZVPD basis) on a cluster of 2 separate species, CH3ClIN in total.

Structure (ORCA input):
```
! RIJCOSX wB97M-V def2-TZVPD def2/J DEFGRID3
* xyz 0 1
I 3.79 0.23 -0.01
Cl 0.85 2.22 -0.13
N -0.30 1.06 0.12
C -1.53 1.33 0.09
H -1.83 2.50 -0.04
H 4.01 1.81 -0.21
H -2.24 0.56 0.27
*
```

- lowest unoccupied orbital energy (eV) = 0.65
- E_HOMO (eV) = -9.56
- energy above the lowest of the compared OMol25 structures with the same formula, charge and spin (eV) = 1.604
- SMILES string = C=NCl.I